Entry 1:
Formula: C41H23F5IInN3O5P
Source: OMol25
Level of theory: ωB97M-V with the def2-TZVPD basis set

Calculated values
lowest unoccupied orbital energy: -0.8 eV
relative energy (zero: lowest compared OMol25 entry of this formula, charge and spin): 5.3 kcal/mol
net charge: 0
orbital gap: 0.27034 hartree
E_HOMO: -8.15 eV

Each line ends with the Löwdin charge.
Element x y z (Å)
1 In -0.255 1.581 -0.037  0.7513
2 O 2.452 2.075 3.176  0.0814
3 C 1.549 1.867 2.394  -0.5961
4 O 1.626 1.884 1.121  -0.1752
5 C 0.170 1.499 2.953  -0.1556
6 C -0.118 1.378 4.305  0.0384
7 C -1.409 1.021 4.666  -0.0108
8 C -2.381 0.847 3.690  0.0328
9 C -2.008 1.005 2.362  -0.1754
10 N -0.763 1.288 2.053  0.0578
11 C -2.941 0.873 1.161  -0.6157
12 O -4.120 0.661 1.350  0.0892
13 O -2.374 0.951 0.017  -0.0872
14 H 0.663 1.565 5.024  0.1252
15 H -1.662 0.887 5.706  0.1143
16 H -3.405 0.601 3.928  0.1283
17 I 2.767 0.528 -1.396  1.1698
18 C 3.614 -1.157 -0.399  -0.5284
19 C 4.970 -1.067 -0.209  -0.1537
20 C 5.712 -2.166 0.235  -0.0669
21 C 5.088 -3.365 0.414  -0.0295
22 C 3.696 -3.489 0.232  -0.1562
23 C 3.106 -4.762 0.363  -0.0192
24 C 1.760 -4.925 0.214  -0.0453
25 C 0.962 -3.799 0.019  -0.0892
26 C 1.489 -2.531 -0.118  -0.2824
27 P 0.135 -1.257 -0.143  1.0793
28 C -0.753 -1.865 1.336  -0.3583
29 C -2.140 -1.899 1.427  -0.1153
30 C -2.757 -2.341 2.585  -0.0620
31 C -1.999 -2.740 3.671  -0.0743
32 C -0.617 -2.675 3.602  -0.0660
33 C 0.003 -2.227 2.452  -0.0826
34 C -0.676 -1.976 -1.621  -0.3597
35 C -0.062 -1.688 -2.839  -0.1317
36 C -0.517 -2.256 -4.012  -0.0821
37 C -1.586 -3.134 -3.986  -0.0808
38 C -2.203 -3.422 -2.782  -0.0583
39 C -1.757 -2.847 -1.605  -0.0818
40 C 2.895 -2.345 -0.106  -0.1870
41 H 5.486 -0.144 -0.425  0.0899
42 H 6.777 -2.069 0.374  0.1097
43 H 5.650 -4.242 0.696  0.1152
44 H 3.742 -5.608 0.577  0.1163
45 H 1.299 -5.899 0.284  0.1113
46 H -0.109 -3.939 -0.005  0.1043
47 H -2.749 -1.571 0.601  0.1018
48 H -3.835 -2.382 2.617  0.1174
49 H -2.484 -3.090 4.571  0.1064
50 H -0.016 -2.997 4.440  0.1085
51 H 1.085 -2.192 2.414  0.1170
52 H 0.786 -1.019 -2.872  0.0435
53 H -0.037 -2.013 -4.948  0.1132
54 H -1.926 -3.593 -4.900  0.1084
55 H -3.040 -4.102 -2.746  0.1097
56 H -2.258 -3.093 -0.681  0.0937
57 F -0.296 8.467 1.772  0.1091
58 C -0.231 7.259 1.196  -0.1443
59 C -0.820 6.157 1.805  -0.1385
60 F -1.433 6.283 2.989  0.1170
61 C -0.785 4.929 1.170  -0.1117
62 F -1.384 3.854 1.747  0.0895
63 C -0.156 4.712 -0.065  -0.2699
64 O -0.158 3.587 -0.704  -0.1152
65 C 0.463 5.848 -0.628  -0.1246
66 F 1.096 5.699 -1.806  0.0976
67 C 0.418 7.092 -0.024  -0.1412
68 F 0.990 8.145 -0.618  0.1158
69 N -3.598 -0.706 -5.257  0.1964
70 C -2.801 -0.030 -4.791  -0.1791
71 C -1.768 0.768 -4.239  -0.1863
72 C -0.897 1.480 -5.066  0.0261
73 C 0.130 2.188 -4.469  -0.0026
74 C 0.266 2.140 -3.091  -0.1598
75 N -0.563 1.455 -2.317  0.0123
76 C -1.578 0.807 -2.857  -0.0583
77 H -1.039 1.478 -6.137  0.1307
78 H 0.821 2.777 -5.051  0.1197
79 H 1.054 2.676 -2.581  0.0851
80 H -2.256 0.316 -2.175  0.1251



Entry 2:
Formula: C41H26Br2F12InN3O3
Source: OMol25
Level of theory: ωB97M-V with the def2-TZVPD basis set

Calculated values
lowest unoccupied orbital energy: 3.7 eV
relative energy (zero: lowest compared OMol25 entry of this formula, charge and spin): 0.0 kcal/mol
net charge: -2
orbital gap: 0.20615 hartree
E_HOMO: -1.92 eV

Each line ends with the Löwdin charge.
Element x y z (Å)
1 In -0.363 0.561 -0.770  0.8671
2 C -0.600 -5.874 -1.486  -0.0623
3 C 0.005 -4.544 -1.122  -0.2794
4 C 0.304 -4.218 0.194  -0.0469
5 C 0.777 -2.960 0.508  -0.0343
6 C 0.984 -1.974 -0.468  -0.2449
7 N 1.299 -0.660 -0.100  0.0127
8 C 2.384 -0.361 0.663  -0.2016
9 C 3.312 -1.377 1.019  -0.0264
10 C 4.403 -1.157 1.828  -0.0692
11 C 4.682 0.110 2.325  -0.2986
12 C 5.885 0.388 3.190  -0.0788
13 C 3.840 1.133 1.916  -0.0130
14 C 2.718 0.962 1.103  -0.0433
15 C 2.009 2.245 0.601  -0.3478
16 O 0.814 2.131 -0.013  -0.1520
17 C 1.739 3.251 1.780  -0.5211
18 F 1.123 2.615 2.798  0.1234
19 F 0.928 4.245 1.400  0.1446
20 F 2.817 3.872 2.327  0.1110
21 C 2.954 2.922 -0.443  -0.5329
22 F 3.155 2.089 -1.467  0.1672
23 F 4.182 3.258 0.031  0.1204
24 F 2.427 4.053 -0.938  0.1511
25 C 0.689 -2.300 -1.812  -0.0484
26 C 0.215 -3.578 -2.097  0.0090
27 C 0.856 -1.234 -2.931  -0.3324
28 O 0.415 0.022 -2.655  -0.1519
29 C 2.381 -1.182 -3.274  -0.5292
30 F 3.102 -0.712 -2.256  0.1695
31 F 2.886 -2.407 -3.569  0.1247
32 F 2.643 -0.398 -4.336  0.1460
33 C 0.098 -1.631 -4.246  -0.5392
34 F 0.618 -2.700 -4.914  0.1096
35 F -1.184 -1.918 -4.002  0.1396
36 F 0.110 -0.622 -5.127  0.1475
37 H -0.459 -6.603 -0.685  0.0676
38 H -0.155 -6.275 -2.399  0.0721
39 H -1.675 -5.771 -1.661  0.0446
40 H 0.126 -4.940 0.986  0.1091
41 H 0.964 -2.692 1.541  0.1227
42 H 3.158 -2.369 0.622  0.1003
43 H 5.061 -1.990 2.061  0.1006
44 H 6.183 -0.503 3.748  0.0615
45 H 5.677 1.180 3.913  0.0661
46 H 6.748 0.706 2.597  0.0685
47 H 4.102 2.131 2.231  0.1071
48 H -0.029 -3.847 -3.114  0.1126
49 Br -3.643 -3.433 -2.028  0.7685
50 C -3.042 -2.967 -0.294  -0.5929
51 C -3.343 -3.826 0.766  -0.1940
52 C -2.927 -3.538 2.037  -0.6377
53 Br -3.355 -4.762 3.440  0.6853
54 C -2.208 -2.353 2.316  -0.1995
55 C -1.761 -1.947 3.592  -0.0400
56 C -1.073 -0.773 3.728  -0.0351
57 C -0.817 0.009 2.590  -0.0882
58 N -1.213 -0.349 1.394  0.1182
59 C -1.897 -1.501 1.231  -0.1440
60 C -2.278 -1.803 -0.139  -0.4196
61 O -1.922 -1.037 -1.085  -0.0846
62 H -3.905 -4.728 0.568  0.0868
63 H -1.970 -2.573 4.449  0.0704
64 H -0.719 -0.439 4.694  0.1017
65 H -0.268 0.940 2.660  0.1051
66 C -4.257 1.957 2.511  -0.1244
67 C -4.563 1.144 1.431  -0.0986
68 C -3.817 1.217 0.261  -0.0315
69 C -2.740 2.097 0.154  -0.3239
70 C -2.437 2.914 1.252  -0.0350
71 C -3.188 2.846 2.412  -0.1009
72 N -1.913 2.047 -0.978  -0.0092
73 C -1.717 3.190 -1.713  -0.2795
74 C -2.551 4.323 -1.611  -0.0432
75 C -2.340 5.446 -2.398  -0.1334
76 C -1.306 5.496 -3.320  -0.1490
77 C -0.485 4.376 -3.446  -0.1070
78 C -0.681 3.252 -2.671  -0.0298
79 H -4.835 1.893 3.426  0.0831
80 H -5.382 0.436 1.499  0.0947
81 H -4.034 0.569 -0.580  0.1151
82 H -1.572 3.564 1.181  0.1141
83 H -2.925 3.472 3.258  0.0928
84 H -3.374 4.317 -0.908  0.0980
85 H -3.003 6.298 -2.283  0.0841
86 H -1.140 6.380 -3.925  0.0747
87 H 0.331 4.379 -4.160  0.0958
88 H -0.034 2.391 -2.810  0.0902



Number 1: total energy -3445.2559 Ha. Number 2: total energy -8504.8249 Ha.